37
Properties=species:S:1:pos:R:3:forces:R:3:lowdin_charge:R:1 method="wB97M-V/def2-TZVPD" e_tot_ev=-49751.45906 largest_force_ha_per_bohr=0.0681 homo_energy_ev=-9.26
H -4.414 -1.750 0.146 -0.1439 0.0376 -0.0361 0.06
N -3.498 -1.633 -0.279 -0.7070 0.3127 -1.3159 0.16
C -2.598 -1.859 0.555 0.1522 -0.7427 1.5335 -0.45
C -2.913 -2.213 1.999 0.6657 -0.1790 -0.3628 -0.02
C -1.154 -1.748 0.184 0.2671 0.3681 -0.1093 -0.14
C -0.633 -0.379 0.702 -0.9965 -1.6019 -0.3615 -0.26
C -1.352 0.675 -0.132 0.9808 0.1400 -0.6383 -0.09
O -0.440 1.784 -0.195 -0.6587 -0.0173 0.3820 0.04
C 0.809 1.277 -0.195 -1.8513 -1.4744 0.7326 -0.54
O 1.675 1.856 -0.704 2.8162 1.7151 -1.1829 0.12
C 0.872 -0.061 0.606 -0.2408 1.6699 0.3719 -0.42
C 1.351 0.488 1.973 -0.0453 -0.3031 -0.5760 -0.05
C 1.160 -0.511 3.081 0.8620 2.0943 0.7390 -0.54
O 0.829 -1.619 2.944 -0.9351 -2.9647 -0.4830 0.15
O 1.369 -0.031 4.333 -0.2363 0.6820 -0.1298 0.12
P 1.896 -1.378 -0.237 -0.2782 -0.5906 -1.0630 0.64
O 2.554 -2.252 0.979 0.0158 0.4896 -0.2348 -0.33
Cl 3.563 -0.406 -0.982 -0.3037 -0.1733 0.6940 0.29
H -3.888 -2.669 2.090 -0.3599 0.1202 0.0027 0.08
H -2.189 -2.926 2.386 0.1598 0.0266 0.1384 0.08
H -2.849 -1.310 2.595 -0.1079 0.0896 0.3205 0.08
H -0.599 -2.594 0.580 0.1089 -0.0473 0.2666 0.10
H -1.090 -1.784 -0.895 0.1305 -0.0303 -0.2850 0.11
H -0.993 -0.341 1.727 0.3553 0.3224 0.2580 0.13
H -2.336 0.954 0.196 -0.1592 0.3831 0.3793 0.13
H -1.427 0.349 -1.166 -0.3459 -0.3254 -0.1009 0.14
H 2.372 0.844 1.865 0.2608 -0.0887 0.3462 0.14
H 0.734 1.354 2.218 -0.0341 0.2281 0.0374 0.14
H 1.258 0.930 4.279 0.3987 -0.0828 0.3557 0.11
H 1.989 -3.034 1.062 0.2318 -0.0331 0.2453 0.05
C 1.353 3.228 -3.997 0.1152 0.1262 0.0647 0.05
N 1.512 2.385 -5.214 0.0272 0.0355 -0.0428 -0.45
O 2.186 2.827 -6.125 -0.1206 -0.1389 0.1090 0.06
O 0.951 1.307 -5.210 0.0906 0.1496 -0.0379 0.06
H 1.900 4.152 -4.141 0.0165 -0.0360 -0.0906 0.09
H 0.291 3.420 -3.870 -0.0073 -0.1157 0.0492 0.10
H 1.749 2.668 -3.154 -0.1234 -0.0456 0.0246 0.08